Record 1
19
Properties=species:S:1:pos:R:3:mulliken_spin:R:1 method="wB97M-V/def2-TZVPD" e_tot_ev=-8794.018 relative_energy_kcal_mol=27.30 total_charge=+2 orbital_gap_ev="12.117 / 7.079" spin_multiplicity=2
C 1.187 -0.218 -1.959 0.04
C -0.357 -0.013 -1.443 0.13
C -0.751 -0.688 -0.070 0.01
N -1.922 0.209 2.510 0.00
C -0.657 0.389 2.205 0.00
N -0.175 0.201 0.986 0.01
N 2.131 0.379 -1.097 0.80
H 1.365 0.226 -2.948 0.05
H 1.435 -1.274 -2.092 0.00
H -0.342 1.054 -1.197 0.00
H -0.912 -0.392 -2.295 0.00
H -1.829 -0.537 -0.083 0.01
H -0.379 -1.697 0.129 0.00
H -2.228 0.244 3.476 0.00
H -2.537 -0.178 1.809 0.00
H 0.000 0.760 2.978 0.00
H 0.819 0.291 0.846 0.00
H 2.264 1.390 -1.123 -0.02
H 2.887 -0.146 -0.632 -0.03



Record 2
76
Properties=species:S:1:pos:R:3:lowdin_charge:R:1 method="wB97M-V/def2-TZVPD" e_tot_ev=-58504.980 relative_energy_kcal_mol=0.00 orbital_gap_ev=8.086 spin_multiplicity=1
Na 0.084 2.091 -3.657 0.74
C 0.474 0.711 -0.568 -0.45
O 0.841 -0.680 -0.775 -0.09
O 1.136 1.461 -1.419 -0.18
C -1.026 0.794 -0.816 -0.51
F -1.726 0.168 0.187 0.10
F -1.461 2.071 -0.832 0.14
F -1.419 0.230 -1.978 0.13
C 0.636 -1.633 0.243 -0.28
C 1.450 -2.849 -0.086 -0.06
H 1.116 -3.317 -1.018 0.07
H 2.506 -2.608 -0.206 0.09
H 1.354 -3.605 0.697 0.08
H -0.431 -1.887 0.330 0.10
H 0.933 -1.246 1.232 0.11
H 0.694 0.910 0.503 0.15
C 2.879 -1.497 3.845 -0.26
C 4.015 -0.576 3.486 -0.28
O 5.177 -0.882 4.207 -0.05
O 3.166 -2.793 3.358 -0.06
H 1.931 -1.077 3.481 0.10
H 2.811 -1.511 4.939 0.13
H 3.677 0.444 3.684 0.12
H 4.208 -0.594 2.405 0.11
H 5.402 -1.782 3.941 0.09
H 2.778 -3.441 3.951 0.09
C -0.567 3.432 4.213 -0.26
C -0.478 2.237 3.277 -0.22
O -1.560 2.280 2.341 -0.08
O 0.685 3.937 4.586 -0.06
H -1.086 3.174 5.141 0.12
H -1.230 4.193 3.776 0.12
H -0.452 1.290 3.825 0.12
H 0.475 2.304 2.727 0.11
H -1.673 1.400 1.968 0.05
H 1.180 4.171 3.794 0.09
C -3.095 -3.264 -0.387 -0.21
C -2.273 -3.043 -1.672 -0.21
O -2.671 -3.942 -2.725 -0.08
O -4.449 -3.612 -0.681 -0.07
H -3.157 -2.310 0.129 0.11
H -2.652 -4.089 0.172 0.12
H -1.238 -3.301 -1.442 0.11
H -2.352 -2.026 -2.055 0.11
H -3.510 -3.612 -3.070 0.10
H -4.413 -4.375 -1.271 0.08
C -4.756 3.392 -1.005 -0.24
C -4.437 2.913 0.395 -0.24
O -4.633 1.505 0.425 -0.07
O -4.224 2.502 -1.968 -0.07
H -4.341 4.401 -1.115 0.12
H -5.837 3.498 -1.149 0.12
H -5.094 3.429 1.108 0.12
H -3.418 3.142 0.719 0.10
H -4.213 1.165 1.219 0.09
H -3.960 1.724 -1.457 0.05
C 4.015 1.834 0.242 -0.27
C 4.658 1.564 -1.116 -0.24
O 3.872 0.664 -1.882 -0.09
O 2.995 2.792 0.156 -0.08
H 4.797 2.215 0.909 0.12
H 3.687 0.862 0.635 0.11
H 5.624 1.076 -0.971 0.12
H 4.781 2.527 -1.623 0.12
H 2.935 0.907 -1.755 0.03
H 2.202 2.345 -0.204 0.04
C -0.806 -1.519 -4.910 -0.27
C 0.370 -1.617 -3.966 -0.23
O 1.171 -0.436 -4.055 -0.07
O -1.451 -2.752 -5.043 -0.05
H -0.478 -1.135 -5.876 0.12
H -1.502 -0.749 -4.518 0.11
H 0.957 -2.489 -4.275 0.14
H 0.040 -1.771 -2.934 0.09
H 2.007 -0.618 -3.609 0.09
H -1.650 -3.112 -4.160 0.05



Record 3
18
Properties=species:S:1:pos:R:3:lowdin_charge:R:1 method="wB97M-V/def2-TZVPD" e_tot_ev=-10920.993 relative_energy_kcal_mol=46.40 smiles="C=CN=C.O.O.O" orbital_gap_ev=10.168 spin_multiplicity=1
C 1.775 -1.369 1.256 0.01
C 0.519 -1.559 1.599 -0.24
N -0.527 -0.656 1.273 -0.05
C -1.423 -0.967 0.444 -0.03
H 2.123 -0.521 0.693 0.06
H 2.482 -2.119 1.585 0.05
H 0.145 -2.427 2.142 0.11
H -2.197 -0.254 0.179 0.08
H -1.447 -1.939 -0.058 0.09
O 0.432 2.016 0.842 -0.07
H 0.148 1.175 1.246 0.01
H 0.620 2.623 1.564 0.05
O -1.218 -0.429 -2.546 -0.09
H -0.731 0.343 -2.205 -0.01
H -0.508 -1.043 -2.784 0.04
O 0.059 2.065 -1.925 -0.06
H -0.331 2.840 -2.335 0.05
H 0.078 2.223 -0.967 0.00



Record 4
13
Properties=species:S:1:pos:R:3:lowdin_charge:R:1 method="wB97M-V/def2-TZVPD" e_tot_ev=-7797.243 relative_energy_kcal_mol=55.38 smiles="C=NC/C=C/O" orbital_gap_ev=9.680 spin_multiplicity=1
C 0.313 1.866 0.357 -0.08
N 0.845 1.275 -0.627 -0.04
C 1.290 -0.085 -0.342 -0.26
C 0.103 -1.014 -0.264 -0.09
C -1.167 -0.609 -0.266 -0.22
O -2.239 -1.369 0.088 0.00
H 0.243 1.421 1.362 0.09
H -0.155 2.839 0.212 0.07
H 1.821 -0.136 0.626 0.11
H 2.006 -0.400 -1.110 0.10
H 0.322 -2.069 -0.099 0.11
H -1.476 0.391 -0.548 0.11
H -1.907 -2.110 0.610 0.10



Record 5
52
Properties=species:S:1:pos:R:3:mulliken_spin:R:1 method="wB97M-V/def2-TZVPD" e_tot_ev=-87090.232 relative_energy_kcal_mol=149.68 total_charge=+2 orbital_gap_ev="6.455 / 5.890" spin_multiplicity=3
Mo 0.600 -0.157 -0.122 1.97
C 2.766 0.839 -2.298 -0.02
C 1.777 1.883 -2.752 0.00
S 0.416 2.029 -1.496 0.03
C -0.532 3.522 -2.020 0.03
C -2.021 3.245 -1.643 0.00
S -2.085 2.286 -0.102 0.01
C -2.743 0.615 -0.452 0.00
C -2.105 -0.144 -1.639 0.04
S -1.307 -1.714 -1.084 -0.01
C -0.185 -2.169 -2.471 0.00
C 0.637 -1.060 -3.114 0.02
S 2.196 -0.894 -2.148 -0.03
H 3.115 1.059 -1.293 0.01
H 3.643 0.857 -2.947 0.00
H 1.268 1.635 -3.684 0.00
H 2.276 2.845 -2.868 0.00
H -0.412 3.622 -3.100 0.00
H -0.132 4.402 -1.521 0.00
H -2.520 2.694 -2.439 0.00
H -2.559 4.169 -1.448 0.00
H -3.822 0.666 -0.567 0.00
H -2.508 0.137 0.502 0.01
H -1.343 0.446 -2.130 -0.01
H -2.875 -0.387 -2.371 -0.01
H -0.807 -2.655 -3.223 0.00
H 0.462 -2.925 -2.023 0.00
H 0.116 -0.109 -3.112 0.00
H 0.875 -1.323 -4.144 0.00
N 0.920 3.693 2.380 0.00
C 0.706 2.523 1.741 -0.02
S 1.650 2.585 0.092 0.01
N 0.028 1.609 2.196 0.01
N -0.247 0.313 2.057 -0.07
C -0.578 -0.483 2.988 0.03
C -0.638 -1.943 2.968 -0.01
C -0.395 -2.571 4.184 0.00
C -0.389 -3.957 4.225 0.00
C -0.653 -4.657 3.063 0.00
C -0.909 -3.938 1.897 0.00
N -0.900 -2.615 1.848 0.02
H 1.460 4.433 1.964 0.00
H 0.633 3.793 3.341 0.00
H -0.716 -0.056 3.986 0.00
H -0.186 -1.989 5.072 0.00
H -0.188 -4.475 5.152 0.00
H -0.664 -5.738 3.047 0.00
H -1.148 -4.452 0.973 0.00
F 2.166 -1.070 2.305 0.00
C 2.218 -1.206 0.958 -0.05
F 2.213 -2.530 0.694 0.01
F 3.425 -0.683 0.578 0.00



Record 6
11
Properties=species:S:1:pos:R:3:lowdin_charge:R:1 method="wB97M-V/def2-TZVPD" e_tot_ev=-14204.932 relative_energy_kcal_mol=53.73 smiles="O=COn1[nH]nnc1=O" orbital_gap_ev=10.009 spin_multiplicity=1
O 0.111 -2.536 0.088 0.13
C 0.929 -1.861 -0.436 -0.30
O 1.002 -0.486 -0.447 0.05
N -0.124 0.069 0.252 -0.02
N 0.058 1.008 1.249 0.04
N -0.829 2.023 1.033 0.02
N -1.564 1.777 0.089 0.10
C -1.078 0.619 -0.608 -0.49
O -1.283 0.322 -1.719 0.16
H 1.797 -2.230 -1.042 0.16
H 0.982 1.295 1.540 0.15



Record 7
84
Properties=species:S:1:pos:R:3:mulliken_spin:R:1 method="wB97M-V/def2-TZVPD" e_tot_ev=-99591.686 orbital_gap_ev="6.238 / 7.752" spin_multiplicity=4
Mn 0.074 -0.107 0.320 2.38
P 0.017 0.535 -2.251 -0.18
Cl 1.031 1.951 0.377 0.01
C -1.718 0.421 -0.325 1.00
H -2.718 -0.007 -0.494 -0.06
H -1.916 1.486 -0.086 -0.08
C 1.886 0.774 -2.549 -0.02
C -0.783 2.202 -2.519 0.05
C 2.400 0.847 -3.995 0.00
H 2.052 1.754 -2.076 0.01
C 3.891 1.221 -4.017 0.00
H 2.271 -0.131 -4.483 0.00
H 1.838 1.584 -4.589 0.00
C 4.750 0.279 -3.163 0.00
H 4.251 1.214 -5.053 0.00
H 4.003 2.249 -3.643 0.00
C 4.183 0.080 -1.751 0.00
H 4.824 -0.696 -3.663 0.00
H 5.771 0.673 -3.098 0.00
C 2.687 -0.263 -1.755 0.07
H 4.741 -0.711 -1.233 0.00
H 4.327 1.003 -1.170 0.00
H 2.542 -1.259 -2.202 0.00
H 2.340 -0.311 -0.710 -0.01
C -0.612 -0.539 -3.661 0.07
C -2.279 2.055 -2.817 0.02
H -0.666 2.646 -1.518 0.03
C -2.967 3.417 -2.708 0.02
H -2.420 1.652 -3.830 0.01
H -2.743 1.347 -2.122 -0.04
C -2.323 4.455 -3.630 0.00
H -4.031 3.304 -2.946 0.00
H -2.900 3.761 -1.667 0.00
C -0.799 4.528 -3.483 0.00
H -2.575 4.215 -4.670 0.00
H -2.753 5.440 -3.424 0.00
C -0.109 3.157 -3.515 -0.01
H -0.377 5.157 -4.275 0.00
H -0.556 5.008 -2.525 0.00
H -0.167 2.736 -4.530 0.00
H 0.958 3.279 -3.275 0.00
C 0.114 -1.884 -3.726 0.02
H -1.654 -0.717 -3.346 0.00
C -0.599 -2.849 -4.683 0.00
H 1.148 -1.730 -4.067 0.00
H 0.171 -2.350 -2.737 0.00
C -0.801 -2.252 -6.082 0.00
H -0.021 -3.779 -4.758 0.00
H -1.579 -3.109 -4.255 0.00
C -1.393 -0.836 -6.041 0.00
H 0.160 -2.232 -6.615 0.00
H -1.465 -2.901 -6.663 0.00
C -0.652 0.089 -5.063 0.00
H -1.371 -0.391 -7.045 0.00
H -2.450 -0.892 -5.737 0.00
H 0.374 0.253 -5.423 0.00
H -1.144 1.068 -5.057 0.00
C 0.114 -2.107 -0.127 -0.18
C -1.341 -1.761 -0.380 -0.08
H 0.773 -2.175 -0.998 0.00
C -2.374 -2.362 0.536 -0.01
H -1.652 -1.724 -1.433 -0.04
C -1.825 -2.834 1.902 0.02
H -3.193 -1.649 0.724 0.00
H -2.847 -3.245 0.059 0.00
C -0.612 -3.742 1.760 -0.01
H -1.563 -1.960 2.506 -0.01
H -2.611 -3.367 2.459 0.00
C 0.525 -3.125 0.916 0.08
H -0.234 -4.025 2.755 0.00
H -0.930 -4.688 1.295 0.00
H 1.281 -2.706 1.591 -0.01
H 1.049 -3.966 0.438 -0.01
F 2.615 -0.835 1.993 0.00
C 1.586 -0.528 2.849 -0.02
C 0.324 -0.215 2.352 -0.01
C -0.632 0.182 3.288 0.00
F -1.882 0.579 2.886 0.02
C -0.366 0.218 4.666 -0.01
F -1.316 0.596 5.539 0.00
C 0.901 -0.149 5.130 0.02
F 1.173 -0.125 6.450 0.00
C 1.890 -0.515 4.220 -0.01
F 3.117 -0.860 4.651 0.00